Computed, not measured: C11H14BNO in the gas phase at a distorted geometry, with ωB97M-V/def2-TZVPD.

Each line ends with the Löwdin charge.
Atoms and positions in Å:
C (-0.670, 2.838, -0.712)  -0.01
C (0.121, 2.488, 0.325)  -0.15
B (-0.540, 1.836, 1.578)  -0.12
C (-1.119, 0.347, 1.480)  -0.15
C (-0.250, -0.676, 2.253)  -0.11
C (1.225, -0.604, 1.897)  -0.43
O (1.982, 0.045, 2.602)  0.07
N (1.779, -1.307, 0.785)  0.14
C (0.967, -1.281, -0.412)  -0.27
C (-0.111, -2.120, -0.566)  -0.06
C (-0.909, -2.079, -1.679)  -0.08
C (-0.593, -1.193, -2.690)  -0.10
C (0.498, -0.385, -2.564)  -0.09
C (1.275, -0.407, -1.427)  -0.04
H (-1.397, 2.128, -1.116)  0.06
H (-0.656, 3.843, -1.136)  0.06
H (1.197, 2.706, 0.298)  0.09
H (-0.580, 2.482, 2.575)  0.08
H (-1.232, 0.115, 0.416)  0.08
H (-2.132, 0.340, 1.909)  0.10
H (-0.395, -0.503, 3.321)  0.12
H (-0.670, -1.669, 2.058)  0.10
H (2.619, -0.781, 0.556)  0.13
H (-0.327, -2.800, 0.254)  0.12
H (-1.758, -2.753, -1.718)  0.11
H (-1.230, -1.171, -3.568)  0.11
H (0.778, 0.297, -3.361)  0.11
H (2.127, 0.265, -1.358)  0.12

**Total energy**: -582.32845 a.u.
**Total charge**: 0
**SMILES string**: C=CBCCC(=O)Nc1ccccc1
**E_HOMO**: -8.566 eV

=====

Computed, not measured: a molecular structure, C11H14Br14F9PS at a distorted geometry, with ωB97M-V/def2-TZVPD.

Each line ends with the Löwdin charge.
Atoms and positions in Å:
C (0.312, -3.447, 4.453)  -0.25
C (-0.273, -3.682, 2.905)  -0.78
Br (-1.192, -1.982, 2.399)  0.58
C (0.865, -4.207, 1.850)  -0.86
Br (2.692, -3.794, 2.611)  0.63
P (0.629, -3.602, 0.044)  0.82
C (2.246, -3.886, -0.921)  -0.42
C (2.544, -2.743, -2.105)  -0.12
C (2.769, -1.223, -1.465)  -0.19
F (2.893, -1.247, 0.036)  -0.02
F (4.193, -0.897, -1.885)  -0.03
C (1.887, -0.041, -2.096)  -0.22
F (2.547, 1.264, -1.710)  0.01
F (2.062, -0.105, -3.597)  0.01
S (0.096, 0.103, -1.745)  1.06
F (-0.323, -1.473, -2.241)  -0.20
F (-0.139, 0.602, -3.406)  -0.21
F (0.350, 1.799, -1.396)  -0.22
F (0.185, -0.272, -0.089)  -0.21
F (-1.578, 0.402, -1.516)  -0.18
H (-0.604, -3.290, 5.202)  0.09
H (0.897, -4.380, 4.864)  0.07
H (0.936, -2.432, 4.536)  0.08
H (-1.107, -4.528, 2.998)  0.03
H (0.792, -5.399, 1.851)  0.09
H (-0.402, -4.406, -0.627)  -0.07
H (3.212, -4.014, -0.272)  0.07
H (2.111, -4.905, -1.527)  0.09
H (1.745, -2.769, -2.970)  0.12
H (3.552, -3.132, -2.615)  0.15
C (-0.451, 5.444, -1.091)  -1.59
Br (-0.347, 5.553, 0.848)  0.60
Br (-2.204, 4.852, -1.690)  0.55
Br (0.078, 7.113, -1.939)  0.56
H (0.269, 4.683, -1.408)  -0.03
C (-4.436, -4.652, 1.585)  -1.57
Br (-3.588, -5.717, 2.974)  0.59
Br (-5.516, -3.216, 2.331)  0.57
Br (-3.145, -3.988, 0.290)  0.54
H (-5.118, -5.316, 1.044)  -0.02
C (-5.136, 7.276, -3.537)  -1.61
Br (-4.123, 8.654, -2.611)  0.54
Br (-5.831, 5.938, -2.308)  0.53
Br (-6.539, 8.034, -4.651)  0.55
H (-4.439, 6.762, -4.207)  -0.02
C (3.212, 5.269, 2.520)  -1.62
Br (3.287, 6.070, 4.291)  0.55
Br (4.394, 6.172, 1.266)  0.55
Br (3.544, 3.353, 2.577)  0.55
H (2.190, 5.405, 2.150)  -0.11

**Total energy**: -38101.70357 a.u.
**Total charge**: 0
**E_HOMO**: -8.706 eV

=====

Computed, not measured: a molecular structure, C11H14Br5GeO2PtSe at a distorted geometry, with ωB97M-V/def2-TZVPD.

Each line ends with the Löwdin charge.
Atoms and positions in Å:
Pt (-0.078, -0.641, -0.296)  0.54
Br (3.129, 5.758, -0.005)  0.84
C (2.829, 3.915, 0.016)  -0.73
C (3.898, 3.030, 0.144)  -0.73
Br (5.640, 3.688, 0.289)  0.85
C (3.668, 1.634, 0.161)  -0.58
Br (5.048, 0.406, 0.318)  0.98
C (2.348, 1.099, 0.051)  -0.39
O (2.096, -0.123, 0.049)  -0.09
C (1.240, 2.028, -0.081)  -0.38
O (0.082, 1.537, -0.184)  -0.24
C (1.507, 3.416, -0.101)  -0.57
Br (0.041, 4.546, -0.290)  0.95
C (-4.224, -2.966, 1.024)  -0.22
Ge (-4.958, -1.759, -0.334)  0.79
C (-4.397, -2.127, -2.180)  -0.23
C (-6.918, -1.678, -0.221)  -0.21
C (-4.435, 0.166, 0.156)  -0.58
Se (-2.636, 0.786, 0.052)  0.99
C (-2.566, 1.091, -1.860)  -0.34
H (-4.589, -3.971, 0.806)  0.03
H (-4.576, -2.683, 2.015)  0.03
H (-3.136, -2.987, 1.017)  -0.05
H (-4.778, -3.114, -2.452)  0.03
H (-3.315, -2.147, -2.291)  -0.05
H (-4.831, -1.401, -2.867)  0.03
H (-7.321, -2.665, -0.455)  0.03
H (-7.332, -0.966, -0.935)  0.02
H (-7.249, -1.407, 0.781)  0.02
H (-4.751, 0.295, 1.191)  0.02
H (-5.046, 0.802, -0.487)  0.03
H (-2.995, 0.230, -2.365)  0.02
H (-1.530, 1.220, -2.149)  0.01
H (-3.131, 1.991, -2.097)  0.04
Br (-1.010, -2.655, -0.802)  0.16

**Total energy**: -18045.39911 a.u.
**Total charge**: +1
**2S+1**: 5
**E_HOMO (alpha / beta)**: -11.315 / -11.659 eV
**Expectation value of S²**: 6.038

=====

Computed, not measured: a molecular structure, C11H14Cl2CrN9SeSi at a distorted geometry, with ωB97M-V/def2-TZVPD.

Each line ends with the Löwdin charge.
Atoms and positions in Å:
Cr (-0.963, -0.087, -1.547)  -0.17
N (-1.440, -1.117, 1.728)  0.15
C (-1.733, 0.198, 1.410)  -0.50
N (-2.206, 1.075, 2.274)  0.01
N (-2.312, 2.214, 1.550)  -0.11
N (-1.949, 2.014, 0.327)  -0.06
N (-1.554, 0.717, 0.203)  -0.13
C (-1.219, -2.083, 0.772)  -0.50
N (-1.213, -3.379, 1.019)  0.01
N (-0.932, -3.939, -0.186)  -0.12
N (-0.782, -3.035, -1.087)  -0.06
N (-0.945, -1.812, -0.502)  -0.13
H (-1.757, -1.442, 2.624)  0.13
Cl (-5.993, -0.225, -3.410)  0.43
C (-4.317, 0.238, -2.956)  -1.01
Cl (-3.670, -0.764, -1.659)  0.58
H (-4.324, 1.263, -2.613)  0.03
H (-3.657, 0.122, -3.805)  -0.06
Se (-0.972, 0.720, -3.677)  -0.07
C (2.375, -1.473, -1.425)  -0.25
Si (1.401, 0.135, -1.169)  0.46
C (2.484, 1.423, -2.039)  -0.26
C (1.675, 0.526, 0.689)  -0.28
C (1.298, 1.774, 1.206)  -0.12
C (1.420, 2.075, 2.555)  -0.11
C (1.927, 1.127, 3.439)  -0.13
C (2.302, -0.119, 2.959)  -0.12
C (2.175, -0.412, 1.602)  -0.11
H (3.394, -1.395, -1.022)  0.02
H (2.443, -1.680, -2.499)  0.02
H (1.874, -2.330, -0.966)  0.00
H (3.520, 1.340, -1.687)  0.01
H (2.124, 2.439, -1.842)  0.01
H (2.454, 1.267, -3.122)  0.01
H (0.854, 2.510, 0.541)  0.09
H (1.084, 3.037, 2.926)  0.09
H (2.003, 1.352, 4.498)  0.08
H (2.678, -0.874, 3.643)  0.08
H (2.453, -1.400, 1.249)  0.09

**Total energy**: -5576.18938 a.u.
**Total charge**: -2
**2S+1**: 2
**E_HOMO (alpha / beta)**: -1.456 / -1.274 eV
**Expectation value of S²**: 0.812

=====

Computed, not measured: C11H14ClNO in the gas phase at a distorted geometry, with ωB97M-V/def2-TZVPD.

Each line ends with the Löwdin charge.
Atoms and positions in Å:
Cl (-1.545, 2.194, 0.159)  0.78
C (-1.526, 0.533, -0.146)  -0.65
C (-2.704, 0.041, -0.835)  -0.10
C (-2.976, -1.287, -0.847)  -0.01
C (-2.073, -2.264, -0.096)  -0.08
C (-1.095, -1.783, 0.436)  -0.13
C (-0.928, -0.373, 0.560)  -0.28
C (0.121, 0.040, 1.561)  -0.26
N (1.391, 0.147, 1.140)  -0.20
C (1.573, 1.147, 0.126)  -0.19
C (1.457, 0.326, -1.245)  -0.05
O (3.101, 0.141, -1.396)  -0.21
C (3.432, -0.700, -0.211)  -0.16
C (2.132, -0.990, 0.592)  -0.19
H (-3.189, 0.764, -1.402)  0.07
H (-3.881, -1.679, -1.293)  0.10
H (-2.489, -3.254, -0.010)  0.11
H (-0.367, -2.524, 0.838)  0.14
H (-0.204, 0.879, 2.384)  0.17
H (0.044, -0.791, 2.480)  0.17
H (0.868, 2.100, 0.268)  0.10
H (2.663, 1.602, 0.027)  0.15
H (1.268, 1.099, -1.974)  0.09
H (0.707, -0.736, -1.226)  0.18
H (4.118, -0.218, 0.419)  0.09
H (4.003, -1.487, -0.673)  0.11
H (1.435, -1.549, -0.151)  0.09
H (2.272, -1.806, 1.428)  0.16

**Total energy**: -1017.47993 a.u.
**Total charge**: 0
**SMILES string**: Clc1ccccc1CN1CCOCC1
**E_HOMO**: -8.276 eV

=====

Computed, not measured: C11H14ClNO2 in the gas phase at a distorted geometry, with ωB97M-V/def2-TZVPD.

Each line ends with the Löwdin charge.
Atoms and positions in Å:
C (0.409, 2.163, 1.313)  -0.07
C (0.980, 1.883, -0.087)  -0.26
C (-0.073, 1.434, -1.079)  -0.64
Cl (0.648, 1.108, -2.687)  0.65
C (-0.965, 0.313, -0.633)  -0.13
C (-0.635, -0.828, -0.004)  -0.05
C (0.745, -1.209, 0.462)  -0.18
N (1.762, -1.188, -0.574)  -0.11
C (3.093, -1.277, 0.031)  -0.12
C (-1.690, -1.857, 0.288)  -0.30
O (-1.384, -3.035, 0.503)  0.09
C (-3.104, -1.415, 0.313)  0.03
C (-3.431, -0.275, -0.295)  0.03
C (-2.405, 0.529, -0.996)  -0.32
O (-2.741, 1.352, -1.836)  0.11
H (0.728, 3.148, 1.633)  0.07
H (-0.671, 2.104, 1.347)  0.08
H (0.832, 1.472, 2.033)  0.06
H (1.421, 2.787, -0.494)  0.10
H (1.791, 1.164, -0.054)  0.07
H (-0.728, 2.273, -1.275)  0.09
H (1.036, -0.526, 1.255)  0.11
H (0.679, -2.195, 0.921)  0.12
H (1.657, -1.989, -1.178)  0.11
H (3.356, -0.333, 0.495)  0.07
H (3.113, -2.033, 0.827)  0.08
H (3.829, -1.562, -0.708)  0.08
H (-3.800, -2.071, 0.807)  0.12
H (-4.453, 0.065, -0.327)  0.12

**Total energy**: -1092.93795 a.u.
**Total charge**: 0
**SMILES string**: CC[C@@H](Cl)C1=C(CNC)C(=O)C=CC1=O
**E_HOMO**: -9.077 eV

=====

Computed, not measured: a gas-phase ion, C11H14N (charge +1) at a distorted geometry, with ωB97M-V/def2-TZVPD.

Each line ends with the Löwdin charge.
Atoms and positions in Å:
C (-1.563, 1.437, -0.432)  -0.06
N (-0.558, 0.503, -0.109)  -0.01
C (0.178, 0.663, 1.039)  -0.08
C (0.160, 1.573, 2.154)  0.02
C (1.143, 1.610, 3.078)  -0.03
C (2.068, 0.592, 3.081)  -0.05
C (2.035, -0.478, 2.219)  0.04
C (1.094, -0.429, 1.171)  -0.14
C (1.045, -1.224, 0.058)  0.13
C (-0.047, -0.783, -0.841)  -0.39
C (-1.194, -1.840, -0.903)  0.02
C (0.515, -0.466, -2.325)  0.01
H (-1.940, 1.327, -1.528)  0.12
H (-1.270, 2.507, -0.402)  0.11
H (-2.590, 1.398, 0.047)  0.12
H (-0.516, 2.396, 2.135)  0.11
H (1.199, 2.470, 3.784)  0.15
H (2.883, 0.728, 3.691)  0.10
H (2.843, -1.183, 2.140)  0.13
H (1.522, -2.104, -0.193)  0.13
H (-1.813, -1.601, -1.715)  0.06
H (-1.792, -2.033, 0.017)  0.12
H (-0.595, -2.735, -1.212)  0.11
H (-0.456, -0.065, -2.963)  0.14
H (1.068, -1.302, -2.795)  0.09
H (1.181, 0.370, -2.488)  0.07

**Total energy**: -481.99541 a.u.
**Total charge**: +1
**SMILES string**: C[N+]1=c2ccccc2=CC1(C)C
**E_HOMO**: -12.627 eV

=====

Computed, not measured: C11H14N2O in the gas phase at a distorted geometry, with ωB97M-V/def2-TZVPD.

Each line ends with the Löwdin charge.
Atoms and positions in Å:
C (-2.413, -1.115, 0.086)  0.04
C (0.095, 1.366, -0.325)  0.15
C (-1.124, -0.793, -0.122)  -0.15
C (-1.014, 0.663, -0.178)  -0.31
C (-3.204, 0.098, 0.170)  -0.36
C (1.322, -1.155, 0.223)  -0.35
C (-4.519, 0.224, 0.394)  0.05
C (0.040, -1.700, -0.344)  -0.07
C (1.896, 0.043, -0.429)  -0.30
C (2.172, -0.055, -1.912)  -0.02
C (2.573, 1.274, 1.489)  -0.08
N (1.839, -1.793, 1.186)  0.18
N (-2.314, 1.135, -0.042)  0.09
O (2.879, 0.751, 0.215)  -0.12
H (-2.831, -2.100, 0.175)  0.12
H (0.293, 2.409, -0.427)  0.06
H (-4.995, 1.187, 0.435)  0.04
H (-5.138, -0.639, 0.542)  0.04
H (-0.151, -2.669, 0.118)  0.13
H (0.169, -1.842, -1.421)  0.13
H (2.579, -1.037, -2.161)  0.09
H (2.904, 0.704, -2.179)  0.09
H (1.269, 0.104, -2.496)  0.08
H (2.457, 0.503, 2.256)  0.08
H (1.638, 1.842, 1.434)  0.08
H (3.401, 1.930, 1.753)  0.10
H (2.735, -1.438, 1.514)  0.06
H (-2.557, 2.105, 0.045)  0.15

**Total energy**: -612.17072 a.u.
**Total charge**: 0
**E_HOMO**: -7.342 eV